Record 1
Here is a 2-piece molecular cluster, C5H10N2O overall at a distorted geometry from OMol25. Energies are from ωB97M-V with the def2-TZVPD basis set.

Computed properties:
- Relative energy (zero: lowest compared OMol25 entry of this formula, charge and spin): 65.61 kcal/mol
- LUMO: 0.775 eV
- SMILES: [H]/N=C(\C)O.C=C=CN
- Gap between HOMO and LUMO: 8.52 eV

Geometry as XYZ:
```
18
Properties=species:S:1:pos:R:3:forces:R:3
H 0.017406 2.242300 0.315246 -0.11 -0.17 0.22
N 0.720614 1.569877 0.029025 -0.55 -0.78 0.12
C 0.785011 0.525242 0.777880 2.61 2.33 0.75
C 0.317100 0.456053 2.208739 -0.80 -0.47 -0.19
O 1.830585 -0.309953 0.553480 -0.63 -0.46 0.02
H 0.780846 -0.360848 2.755006 0.08 -0.03 -0.14
H -0.756846 0.308575 2.234088 -0.23 0.00 0.06
H 0.531488 1.396102 2.718081 0.12 -0.04 -0.19
H 2.248100 -0.043791 -0.276831 -0.12 0.04 -0.08
C -1.792117 -1.322743 0.134206 -0.12 0.38 0.78
C -0.887353 -0.911227 -0.708497 -0.33 -1.15 -1.86
C -0.402047 -0.773688 -1.945436 -0.16 0.41 0.99
N 0.151459 0.384632 -2.431788 0.33 0.57 -0.12
H -2.851082 -1.136968 -0.006563 -0.10 -0.03 -0.16
H -1.525255 -1.738282 1.095915 0.06 -0.18 0.17
H -0.422779 -1.613367 -2.635309 0.03 -0.07 0.26
H 0.867917 0.262851 -3.132448 -0.08 0.05 0.06
H 0.386953 1.065234 -1.684795 0.01 -0.38 -0.69
```
Forces are in eV/Å.

Results of the natural (NBO) charge analysis, in e, for atoms 1 through 5: 0.359, -0.779, 0.624, -0.702, -0.675

Record 2
Here is C25H45BF8MgN2O6P2 as an isolated structure from OMol25. Energies are from ωB97M-V with the def2-TZVPD basis set.

Computed properties:
- Relative energy (zero: lowest compared OMol25 entry of this formula, charge and spin): 6.80 kcal/mol
- LUMO: 0.106 eV
- Gap between HOMO and LUMO: 6.55 eV

Geometry as XYZ:
```
90
Properties=species:S:1:pos:R:3:forces:R:3
Mg 1.378475 -0.212358 0.435203 0.32 0.16 0.16
C 1.542295 2.192856 3.227978 -0.03 0.02 -0.02
C 1.949110 2.744662 1.868556 -0.05 -0.08 0.12
N 2.610639 1.742514 1.023788 -0.01 -0.03 -0.12
C 2.839283 2.281983 -0.339109 -0.02 0.10 0.07
C 3.637615 3.581241 -0.432798 -0.02 -0.02 -0.01
C 3.896017 1.282558 1.608522 0.03 -0.05 0.05
C 4.026646 -0.245212 1.690285 -0.03 0.05 0.07
N 3.292600 -0.846918 0.597351 0.35 0.00 -0.25
C 3.680289 -2.019233 0.071267 -0.13 0.05 0.13
C 2.986667 -2.467203 -1.073387 -0.03 -0.12 -0.11
F 1.983897 -1.656555 -1.532098 0.06 -0.03 0.01
C 3.240101 -3.642811 -1.726372 -0.02 0.03 0.00
F 2.499348 -3.951110 -2.816838 0.05 0.00 0.04
C 4.233957 -4.504745 -1.297763 -0.01 0.03 0.00
C 4.925480 -4.109782 -0.168186 0.03 0.00 0.07
F 5.891463 -4.913284 0.320281 -0.09 0.06 -0.05
C 4.665148 -2.933072 0.507190 0.10 -0.04 0.00
F 5.367295 -2.700339 1.642240 -0.02 -0.02 -0.07
H 0.841599 2.877438 3.708271 0.00 0.03 0.02
H 2.397237 2.086249 3.894362 0.01 -0.02 0.01
H 1.067165 1.218269 3.130995 -0.02 0.00 0.00
H 2.596196 3.620450 2.011864 -0.04 0.01 -0.01
H 1.063711 3.084889 1.323690 -0.04 -0.01 0.00
H 1.863406 2.439521 -0.798309 0.01 -0.01 -0.02
H 3.335682 1.492198 -0.904213 0.00 -0.01 -0.02
H 3.077299 4.432108 -0.046411 -0.01 0.02 0.01
H 3.860207 3.784020 -1.480582 0.00 0.01 -0.02
H 4.586855 3.534673 0.099468 0.03 -0.01 0.01
H 4.002607 1.696622 2.611855 0.06 0.04 -0.04
H 4.718291 1.687902 1.015969 -0.01 -0.05 -0.03
H 3.642152 -0.587469 2.657644 0.03 -0.01 -0.02
H 5.090421 -0.483866 1.666248 0.00 0.04 0.01
H 4.450136 -5.431007 -1.803212 0.01 -0.04 -0.02
C -1.026833 -1.357423 -4.738375 0.02 -0.04 0.00
C -0.592265 -1.316044 -3.292593 0.04 0.00 -0.02
C -0.712705 -2.640498 -2.579620 -0.04 -0.01 -0.05
O -1.475307 -0.343133 -2.607636 -0.07 -0.04 0.05
P -0.860667 0.860838 -1.820090 0.16 0.10 0.14
O 0.494041 0.609388 -1.268980 -0.08 -0.17 -0.07
C -2.049623 1.234326 -0.508687 0.09 -0.09 0.03
P -1.709946 0.122579 0.887515 0.07 0.15 -0.19
O -0.325060 0.424032 1.332879 -0.25 -0.13 0.00
O -1.927436 -1.292613 0.286578 0.06 -0.05 0.07
C -3.104786 -2.149321 0.177084 0.06 -0.02 -0.07
C -4.231048 -1.422589 -0.527981 -0.03 -0.05 0.03
C -3.512266 -2.717172 1.516792 0.00 0.03 -0.01
O -2.784279 0.373667 1.993158 -0.12 0.11 -0.04
C -2.370435 0.641099 3.384748 0.11 -0.01 0.09
C -2.382385 2.138342 3.583047 -0.02 -0.02 0.04
C -3.323758 -0.113707 4.276837 -0.01 0.05 -0.01
O -0.766008 2.097464 -2.787415 0.04 0.02 0.09
C -1.814590 2.835127 -3.468841 -0.01 0.05 -0.09
C -2.937756 1.947564 -3.964886 -0.02 0.01 -0.03
C -2.300966 3.967525 -2.584521 -0.01 -0.02 -0.04
H -0.446319 -2.116093 -5.262252 0.01 -0.02 -0.03
H -0.860952 -0.401201 -5.234321 0.00 0.02 0.01
H -2.083446 -1.619251 -4.811870 -0.01 -0.01 0.00
H 0.430173 -0.946229 -3.209479 -0.04 -0.01 0.02
H -1.710492 -3.059336 -2.724793 -0.04 0.00 0.01
H -0.511488 -2.536018 -1.515133 0.03 0.03 0.02
H 0.020846 -3.333585 -2.990713 0.00 -0.02 0.00
H -3.078445 1.165071 -0.856308 -0.04 -0.01 -0.02
H -1.832189 2.251729 -0.178769 -0.07 0.02 0.04
H -2.732509 -2.954273 -0.456542 -0.02 0.02 0.00
H -4.627965 -0.620308 0.097661 0.01 0.03 0.01
H -5.041194 -2.129127 -0.710534 -0.02 0.02 -0.02
H -3.904145 -1.020374 -1.486352 0.03 0.00 -0.04
H -3.946759 -1.947624 2.152877 -0.02 -0.01 -0.04
H -2.661191 -3.159851 2.025518 0.07 -0.01 0.03
H -4.264685 -3.487245 1.342262 -0.02 -0.02 0.02
H -1.361260 0.244020 3.499675 -0.05 0.00 -0.01
H -3.377329 2.542534 3.393075 -0.03 0.01 0.00
H -1.666734 2.622087 2.918626 0.03 0.00 -0.03
H -2.102349 2.373206 4.609632 0.01 0.02 0.03
H -4.345714 0.246048 4.148650 -0.02 0.00 -0.01
H -3.031182 0.031372 5.316203 -0.01 0.01 0.03
H -3.282924 -1.178304 4.059542 0.03 -0.02 0.04
H -1.288467 3.256873 -4.326855 -0.02 -0.01 0.03
H -3.484117 1.487347 -3.140214 -0.02 0.01 0.00
H -2.570771 1.155157 -4.613853 0.01 0.01 0.01
H -3.638510 2.563145 -4.528653 -0.02 0.00 -0.02
H -2.936255 3.602541 -1.777555 -0.02 -0.02 0.02
H -2.889186 4.664510 -3.181583 -0.01 0.00 0.00
H -1.459325 4.508789 -2.156621 0.04 0.02 0.00
F 1.060905 -3.530071 2.652477 0.10 -0.16 0.10
B 0.636686 -2.267697 2.374688 -0.09 0.02 -0.18
F -0.681698 -2.048894 2.781810 -0.28 -0.06 0.05
F 1.448285 -1.261277 2.894371 0.15 0.20 0.17
F 0.695494 -2.072310 0.912571 -0.18 -0.03 -0.15
```
Forces are in eV/Å.

Results of the Mulliken charge analysis, in e, for atoms 1 through 5: 3.144, -0.979, -0.884, 1.153, -0.531

Record 3
Here is C13H18ClN3S in the gas phase from OMol25. Energies are from ωB97M-V with the def2-TZVPD basis set.

Computed properties:
- LUMO: 0.576 eV
- SMILES: S=C(NNc1cccc(Cl)c1)NC1CCCCC1
- Gap between HOMO and LUMO: 8.79 eV

Geometry as XYZ:
```
36
Properties=species:S:1:pos:R:3:forces:R:3
S 1.261157 1.722523 2.242046 0.32 0.04 0.70
C 0.240838 1.721108 0.945415 0.09 0.00 -0.45
N -0.847845 2.552097 1.025886 -0.63 0.15 -0.11
N -1.931143 2.531068 0.165788 0.45 0.45 -0.21
C -2.695569 1.390142 -0.023934 -0.33 -0.47 0.15
C -3.564926 1.320249 -1.113892 0.14 0.11 0.06
C -4.357264 0.205046 -1.297026 0.07 -0.04 0.06
C -4.294567 -0.863813 -0.417971 -0.04 -0.12 0.07
C -3.427846 -0.787668 0.660071 -0.07 0.20 -0.26
Cl -3.320982 -2.110652 1.767255 0.01 -0.13 0.10
C -2.632830 0.323886 0.872178 0.05 0.08 0.00
N 0.388979 1.030707 -0.196456 -0.64 0.38 -0.02
C 1.356513 -0.027303 -0.456883 0.40 -0.07 0.43
C 2.794176 0.493897 -0.432232 0.05 -0.14 -0.33
C 3.758625 -0.630852 -0.793591 0.03 0.07 0.23
C 3.601161 -1.797408 0.176571 -0.04 -0.14 -0.31
C 2.166192 -2.314400 0.158604 0.06 0.09 0.22
C 1.193764 -1.196350 0.518089 -0.05 -0.17 -0.27
H -0.991598 2.973417 1.936562 0.04 -0.14 -0.22
H -1.877856 3.173702 -0.616107 0.09 -0.14 0.21
H -3.616358 2.147318 -1.806699 -0.02 0.10 -0.09
H -5.028856 0.161668 -2.140665 -0.06 0.00 -0.08
H -4.904945 -1.739315 -0.564668 -0.05 -0.10 0.01
H -1.970799 0.356991 1.722912 0.09 0.00 0.09
H -0.375397 1.090857 -0.853294 0.04 0.03 0.07
H 1.133811 -0.382540 -1.470365 -0.01 0.05 0.08
H 2.893521 1.323018 -1.136320 -0.02 0.06 0.02
H 3.022782 0.865506 0.565800 -0.02 0.03 -0.08
H 3.557715 -0.974212 -1.812067 0.06 -0.04 -0.09
H 4.782808 -0.255499 -0.762915 0.02 0.00 -0.09
H 3.849976 -1.461832 1.184915 0.06 -0.01 0.09
H 4.289506 -2.601095 -0.092082 0.05 -0.01 0.07
H 1.929195 -2.698845 -0.837103 0.00 -0.10 -0.05
H 2.055447 -3.135306 0.868994 -0.04 -0.07 -0.06
H 0.163906 -1.561218 0.483737 -0.04 0.03 0.04
H 1.398701 -0.844905 1.529454 -0.07 0.00 -0.02
```
Forces are in eV/Å.

Results of the natural (NBO) charge analysis, in e, for atoms 1 through 5: -0.262, 0.282, -0.455, -0.460, 0.244

Record 4
Here is C3H3N3O in the gas phase from OMol25. Energies are from ωB97M-V with the def2-TZVPD basis set.

Computed properties:
- Relative energy (zero: lowest compared OMol25 entry of this formula, charge and spin): 46.42 kcal/mol
- LUMO: -0.235 eV
- SMILES: [H]/N=N/C=C\N=C=O
- Gap between HOMO and LUMO: 9.25 eV

Geometry as XYZ:
```
10
Properties=species:S:1:pos:R:3:forces:R:3
H -2.461600 -1.251361 -0.806134 0.17 -0.03 0.11
N -1.624574 -1.547784 -0.280211 0.00 0.27 -0.08
N -0.863306 -0.565519 -0.234257 -0.11 -0.28 0.04
C 0.340536 -0.820707 0.445226 0.11 0.12 0.04
C 1.256302 0.153683 0.514608 -0.14 -0.18 0.03
N 1.109306 1.427628 -0.002338 -0.29 0.26 -0.22
C 0.183240 2.002965 -0.545788 -0.18 0.35 -0.18
O -0.585056 2.708739 -1.066243 0.49 -0.53 0.34
H 0.496664 -1.795238 0.896924 0.00 0.05 -0.10
H 2.208326 -0.010218 0.999826 -0.06 -0.03 0.02
```
Forces are in eV/Å.

Results of the natural (NBO) charge analysis, in e, for atoms 1 through 5: 0.317, -0.319, -0.178, -0.144, 0.040